The following is a DFT calculation (ωB97M-V with the def2-TZVPD basis set) of C5H9NO in the gas phase in a non-equilibrium geometry.

SMILES   O[C@@]12CCN[C@H]1C2
LUMO level   0.85 eV
Net charge   0
Energy above the lowest of the compared OMol25 structures with the same formula, charge and spin   153.7 kcal per mole
Orbital gap   0.3506 hartree
E_HOMO   -8.69 eV
Spin multiplicity   1

Geometry as XYZ:
```
16
Properties=species:S:1:pos:R:3:nbo_charge:R:1
H -0.468 -0.626 -1.848 0.37
N -0.732 -1.010 -0.846 -0.62
O 0.440 1.154 -1.005 -0.73
C -1.548 -0.143 -0.163 -0.24
C 0.492 -0.935 -0.038 -0.08
C -0.572 0.702 0.952 -0.44
C 1.792 -0.436 0.105 -0.39
H 0.131 -1.449 0.879 0.19
H -1.328 1.572 0.950 0.23
H -2.025 0.653 -0.914 0.22
H -2.219 -0.877 0.484 0.19
H 2.478 -0.970 0.897 0.24
C 0.630 0.498 0.232 0.12
H 2.439 -0.249 -0.772 0.24
H -0.558 0.254 2.022 0.21
H 1.047 1.863 -0.936 0.48
```

***

The following is a DFT calculation (ωB97M-V with the def2-TZVPD basis set) of 2 unconnected molecules or ions with the total composition C5H9NO in a non-equilibrium geometry.

SMILES   [H]/N=C/C.CC=C=O
LUMO level   0.90 eV
Net charge   0
Energy above the lowest of the compared OMol25 structures with the same formula, charge and spin   54.9 kcal per mole
Orbital gap   0.3445 hartree
E_HOMO   -8.47 eV
Spin multiplicity   1

Geometry as XYZ:
```
16
Properties=species:S:1:pos:R:3:nbo_charge:R:1
H 3.024 0.207 0.688 0.23
N 0.890 -0.744 -1.362 -0.64
C 1.774 0.095 -1.026 0.16
H 2.487 0.546 -1.732 0.14
H -0.949 1.080 1.184 0.25
O -3.268 1.602 -0.810 -0.47
H 0.843 -0.960 -2.355 0.35
H -0.661 -1.399 0.182 0.25
C -2.415 1.054 -0.223 0.70
C -1.521 -1.041 0.750 -0.62
H -2.408 -1.523 0.345 0.21
H 1.898 1.540 0.517 0.22
C 2.005 0.462 0.395 -0.68
H -1.408 -1.309 1.800 0.21
C -1.605 0.454 0.600 -0.54
H 1.312 -0.064 1.045 0.23
```

***

The following is a DFT calculation (ωB97M-V with the def2-TZVPD basis set) of C5H9NO in the gas phase in a non-equilibrium geometry.

SMILES   O[C@@]12CCN[C@H]1C2
LUMO level   0.74 eV
Net charge   0
Energy above the lowest of the compared OMol25 structures with the same formula, charge and spin   146.8 kcal per mole
Orbital gap   0.3367 hartree
E_HOMO   -8.42 eV
Spin multiplicity   1

Geometry as XYZ:
```
16
Properties=species:S:1:pos:R:3:nbo_charge:R:1
H 1.870 1.509 0.057 0.20
H 0.392 1.294 -1.165 0.39
C 0.718 -0.332 1.062 -0.41
H 0.748 1.879 1.564 0.20
H -1.487 -1.176 -1.947 0.26
O 0.653 -0.593 -1.272 -0.76
H 0.137 -0.506 2.029 0.22
C -1.570 -0.958 -0.822 -0.39
H 1.377 -1.392 -1.082 0.48
H 1.717 -0.876 1.025 0.21
C 0.821 1.298 0.668 -0.23
H -1.437 0.491 0.857 0.19
C -1.113 0.363 -0.131 -0.07
H -2.368 -1.651 -0.366 0.24
N -0.262 1.538 -0.320 -0.61
C -0.196 -0.888 -0.156 0.10
```

***

The following is a DFT calculation (ωB97M-V with the def2-TZVPD basis set) of C5H9NO in the gas phase.

LUMO level   0.80 eV
Net charge   0
Energy above the lowest of the compared OMol25 structures with the same formula, charge and spin   76.6 kcal per mole
Orbital gap   0.3174 hartree
E_HOMO   -7.83 eV
Spin multiplicity   1

Geometry as XYZ:
```
16
Properties=species:S:1:pos:R:3:nbo_charge:R:1
C -2.214 0.858 0.458 0.44
H 0.699 -2.231 -0.979 0.39
H 2.275 1.299 -0.661 0.24
H -1.589 -1.059 1.167 0.23
H 1.357 0.802 0.743 0.18
H 3.098 0.498 0.677 0.23
O -2.471 1.348 -0.617 -0.52
H -1.169 -1.055 -1.279 0.21
C -1.133 -0.186 0.678 -0.53
N 0.796 -1.269 -0.678 -0.56
C -0.459 -0.500 -0.661 -0.26
H -0.286 0.460 -1.159 0.22
C 2.177 0.498 0.085 -0.76
H -2.773 1.187 1.359 0.11
C 2.038 -0.878 -0.499 0.11
H -0.433 0.231 1.413 0.24
```

***

The following is a DFT calculation (ωB97M-V with the def2-TZVPD basis set) of a gas-phase ion, C5H9NO (charge +1) in a non-equilibrium geometry.

LUMO level (spin up / spin down)   -5.60 / -8.85 eV
Net charge   +1
Energy above the lowest of the compared OMol25 structures with the same formula, charge and spin   86.7 kcal per mole
Orbital gap (spin up / spin down)   0.2859 / 0.1650 hartree
E_HOMO (spin up / spin down)   -13.38 / -13.34 eV
Spin multiplicity   2

Geometry as XYZ:
```
16
Properties=species:S:1:pos:R:3:nbo_charge:R:1
C -1.875 -0.495 -1.581 0.51
C -0.550 1.047 -0.129 -0.26
O -2.509 -1.115 -0.723 -0.59
C 1.259 -0.536 0.601 0.06
H -0.785 1.115 -2.251 0.43
C -0.110 0.120 0.936 -0.50
H -0.864 -0.748 1.177 0.33
H 0.013 0.759 1.858 0.29
H -2.097 -0.855 -2.626 0.15
H 2.567 -0.682 2.426 0.29
N -1.017 0.507 -1.433 -0.61
H 3.093 -1.619 0.948 0.28
C 2.192 -0.966 1.428 -0.13
H -1.116 1.817 0.319 0.25
H 1.698 -0.182 -0.365 0.28
H 0.099 1.832 -0.584 0.23
```

***

The following is a DFT calculation (ωB97M-V with the def2-TZVPD basis set) of 2 unconnected molecules or ions with the total composition C5H9NO2 in a non-equilibrium geometry.

SMILES   C=C(C)C=O.CN=O
LUMO level   -0.38 eV
Net charge   0
Energy above the lowest of the compared OMol25 structures with the same formula, charge and spin   105.7 kcal per mole
Orbital gap   0.3259 hartree
E_HOMO   -9.25 eV
Spin multiplicity   1

Geometry as XYZ:
```
17
Properties=species:S:1:pos:R:3:nbo_charge:R:1
C 1.246 -0.236 0.161 -0.09
C 1.024 1.214 0.454 0.41
H -0.075 -0.919 1.634 0.21
H 1.343 1.873 -0.378 0.11
H 2.431 -1.574 -1.017 0.22
C 2.236 -0.509 -0.926 -0.64
H -3.772 0.912 0.007 0.24
O 0.706 1.666 1.526 -0.55
H 0.816 -2.232 0.702 0.19
H -3.136 -0.527 0.776 0.24
N -1.761 0.907 0.311 0.17
H 3.170 0.005 -0.709 0.22
H -2.908 -0.310 -0.999 0.21
C 0.633 -1.183 0.864 -0.35
C -2.954 0.190 -0.026 -0.51
O -0.859 0.858 -0.505 -0.27
H 1.863 -0.135 -1.877 0.22
```

***

The following is a DFT calculation (ωB97M-V with the def2-TZVPD basis set) of a molecular structure, C5H9NO2 in a non-equilibrium geometry.

LUMO level   0.99 eV
Net charge   0
Energy above the lowest of the compared OMol25 structures with the same formula, charge and spin   82.2 kcal per mole
Orbital gap   0.3602 hartree
E_HOMO   -8.81 eV
Spin multiplicity   1

Geometry as XYZ:
```
17
Properties=species:S:1:pos:R:3:nbo_charge:R:1
H 0.929 1.714 -1.159 0.21
H 1.460 -2.783 -0.372 0.18
H -2.928 0.067 -0.798 0.19
O 1.292 -0.816 -0.251 -0.53
H -0.395 -0.636 2.145 0.49
N -1.216 -0.691 0.043 -0.48
C 0.239 -0.242 0.387 0.70
H 1.338 -2.104 1.275 0.18
H -1.877 2.365 -0.455 0.23
C -1.866 0.160 -0.662 0.15
C 1.724 -2.044 0.281 -0.25
O 0.312 -0.136 1.766 -0.73
H 0.475 2.260 0.622 0.22
H 2.730 -2.084 0.325 0.18
C -1.211 1.520 -0.854 -0.53
H -1.209 1.842 -1.951 0.23
C 0.203 1.609 -0.341 -0.45
```

***

The following is a DFT calculation (ωB97M-V with the def2-TZVPD basis set) of a molecular structure, C5H9NO2 in a non-equilibrium geometry.

LUMO level (spin up / spin down)   0.03 / 0.03 eV
Net charge   0
Energy above the lowest of the compared OMol25 structures with the same formula, charge and spin   116.4 kcal per mole
Orbital gap (spin up / spin down)   0.2681 / 0.2679 hartree
E_HOMO (spin up / spin down)   -7.27 / -7.26 eV
Spin multiplicity   1

Geometry as XYZ:
```
17
Properties=species:S:1:pos:R:3:nbo_charge:R:1
O -1.530 1.593 -0.347 -0.67
H -2.082 -1.851 0.025 0.37
C 0.798 1.647 0.532 -0.12
N -1.638 -1.153 -0.559 -0.82
H 2.064 -0.431 -0.626 0.26
H -2.325 -0.502 -0.920 0.39
H -1.250 2.470 -0.651 0.51
C 1.206 -1.086 -0.583 -0.20
O 1.363 1.581 -0.714 -0.80
H 0.903 -1.588 -1.492 0.21
H 1.311 1.138 1.368 0.13
C -0.543 -0.508 0.052 0.05
C 0.516 -1.404 0.673 -0.46
H 0.167 -2.430 0.780 0.23
H 0.469 2.662 0.841 0.14
H 0.991 -1.034 1.574 0.24
C -0.423 0.896 0.048 0.52
```

***

The following is a DFT calculation (ωB97M-V with the def2-TZVPD basis set) of C5H9NO2 in the gas phase in a non-equilibrium geometry.

SMILES   C=CC(=C)C(N)(O)O
LUMO level   0.85 eV
Net charge   0
Energy above the lowest of the compared OMol25 structures with the same formula, charge and spin   40.3 kcal per mole
Orbital gap   0.3857 hartree
E_HOMO   -9.65 eV
Spin multiplicity   1

Geometry as XYZ:
```
17
Properties=species:S:1:pos:R:3:nbo_charge:R:1
H 0.495 -0.104 -1.744 0.49
O 1.242 -1.294 0.482 -0.76
H 1.599 -2.073 0.040 0.47
H 1.965 2.630 -0.814 0.21
H -1.061 -2.176 1.175 0.38
C 1.094 1.994 -0.757 -0.43
C 0.844 1.263 0.328 -0.17
H -2.353 0.065 0.931 0.22
H -1.014 -2.737 -0.393 0.38
C -0.353 0.406 0.432 -0.09
N -1.089 -1.918 0.197 -0.85
H 1.550 1.192 1.147 0.23
O 0.062 -0.955 -1.502 -0.71
H 0.341 2.152 -1.519 0.20
C -0.070 -0.983 -0.123 0.60
H -1.716 1.772 1.230 0.20
C -1.537 0.766 0.889 -0.36
```

***

The following is a DFT calculation (ωB97M-V with the def2-TZVPD basis set) of C5H9NO2 in the gas phase in a non-equilibrium geometry.

SMILES   O=C(O)[C@@H]1CCCN1
LUMO level   0.67 eV
Net charge   0
Energy above the lowest of the compared OMol25 structures with the same formula, charge and spin   49.3 kcal per mole
Orbital gap   0.3599 hartree
E_HOMO   -9.12 eV
Spin multiplicity   1

Geometry as XYZ:
```
17
Properties=species:S:1:pos:R:3:nbo_charge:R:1
H -0.611 -1.286 1.615 0.24
H -1.553 -0.609 -1.116 0.27
N 0.450 0.448 1.420 -0.61
C -0.253 -0.657 0.826 -0.18
C 0.732 1.360 0.376 -0.25
H 0.864 -2.136 -1.879 0.51
H -1.070 1.931 -0.955 0.21
C -1.197 -0.101 -0.174 -0.44
H -0.042 0.837 2.289 0.38
H -2.028 0.275 0.545 0.20
H 0.055 0.650 -1.801 0.21
C 0.755 -1.442 0.056 0.79
O 1.710 -2.089 0.444 -0.56
H 0.668 2.412 0.548 0.22
C -0.376 1.050 -0.734 -0.42
O 0.287 -1.603 -1.239 -0.74
H 1.608 0.960 -0.222 0.19
```

***

The following is a DFT calculation (ωB97M-V with the def2-TZVPD basis set) of a molecular structure, C5H9NO2 in a non-equilibrium geometry.

LUMO level   0.22 eV
Net charge   0
Energy above the lowest of the compared OMol25 structures with the same formula, charge and spin   212.0 kcal per mole
Orbital gap   0.2963 hartree
E_HOMO   -7.84 eV
Spin multiplicity   1

Geometry as XYZ:
```
17
Properties=species:S:1:pos:R:3:nbo_charge:R:1
H 2.741 0.452 0.158 0.46
H -2.388 0.959 -1.080 0.39
H -2.049 0.958 1.282 0.22
N -1.461 1.025 -0.711 -0.66
H -0.388 -0.613 -2.304 0.15
H -0.030 1.336 -2.294 0.22
C -0.329 0.557 -1.529 -0.22
O 2.280 -0.347 1.039 -0.65
C 1.230 -0.715 0.314 0.13
H 1.360 1.178 -0.179 0.18
C -1.043 0.799 0.659 -0.28
O -1.155 -1.259 0.265 -0.71
H 1.215 -1.735 -0.002 0.20
H -1.065 -2.209 0.910 0.48
C 0.785 0.274 -0.599 -0.30
H -0.372 1.654 0.887 0.19
C -0.277 -0.300 0.684 0.20
```

***

The following is a DFT calculation (ωB97M-V with the def2-TZVPD basis set) of C5H9NO2 in the gas phase in a non-equilibrium geometry.

LUMO level (spin up / spin down)   -1.50 / -0.74 eV
Net charge   0
Energy above the lowest of the compared OMol25 structures with the same formula, charge and spin   109.8 kcal per mole
Orbital gap (spin up / spin down)   0.2412 / 0.3014 hartree
E_HOMO (spin up / spin down)   -8.06 / -8.94 eV
Spin multiplicity   1

Geometry as XYZ:
```
17
Properties=species:S:1:pos:R:3:nbo_charge:R:1
C -0.369 2.288 -0.722 -0.68
H 0.574 2.524 -1.214 0.23
H -1.526 0.471 -0.206 0.24
C -0.702 0.854 -0.785 -0.02
O -0.859 -1.917 -0.629 -0.50
H 1.384 -0.104 0.777 0.36
C 0.264 -1.293 -0.558 0.20
H -0.374 2.669 0.302 0.24
C 0.210 -1.311 1.952 -0.42
H -1.168 2.821 -1.261 0.25
H 1.177 -1.840 -0.875 0.16
H 0.242 -0.668 2.833 0.20
H 0.942 -2.120 2.081 0.18
O 0.485 -0.029 -2.718 -0.49
C 0.044 -0.063 -1.596 0.48
H -0.778 -1.764 1.867 0.22
N 0.454 -0.518 0.751 -0.63
```

***

The following is a DFT calculation (ωB97M-V with the def2-TZVPD basis set) of a molecular structure, C5H9NO2 in a non-equilibrium geometry.

LUMO level   0.54 eV
Net charge   0
Energy above the lowest of the compared OMol25 structures with the same formula, charge and spin   61.3 kcal per mole
Orbital gap   0.2848 hartree
E_HOMO   -7.21 eV
Spin multiplicity   1

Geometry as XYZ:
```
17
Properties=species:S:1:pos:R:3:nbo_charge:R:1
C 0.510 -1.252 0.841 0.73
H 2.269 0.638 1.214 0.22
H -1.770 -0.643 -2.115 0.41
H -1.496 1.081 1.589 0.21
H -1.197 1.468 -0.100 0.19
C 1.262 1.047 1.316 -0.61
C 0.226 0.096 0.783 -0.35
N -0.787 -0.505 -2.298 -0.77
H 1.100 1.266 2.379 0.20
H 1.158 -0.862 -1.691 0.17
H 1.216 1.999 0.778 0.20
C -1.163 0.655 0.636 -0.61
C 0.110 -1.046 -1.458 0.54
O 1.207 -2.024 1.424 -0.54
H -1.888 -0.103 0.341 0.21
O -0.253 -1.943 -0.612 -0.61
H -0.503 0.127 -3.028 0.41
```

***

The following is a DFT calculation (ωB97M-V with the def2-TZVPD basis set) of C5H9NO2 in the gas phase in a non-equilibrium geometry.

SMILES   C=C(CO)CC(N)=O
LUMO level   0.70 eV
Net charge   0
Energy above the lowest of the compared OMol25 structures with the same formula, charge and spin   48.9 kcal per mole
Orbital gap   0.3754 hartree
E_HOMO   -9.51 eV
Spin multiplicity   1

Geometry as XYZ:
```
17
Properties=species:S:1:pos:R:3:nbo_charge:R:1
C -0.374 -0.312 -0.991 0.02
C -0.313 1.098 -0.584 -0.55
H 1.447 1.517 2.256 0.40
H -1.234 -2.067 -1.719 0.22
C 0.024 0.931 0.933 0.72
O -0.814 0.535 1.736 -0.63
H 1.502 2.392 0.738 0.40
H -0.611 -1.406 1.429 0.49
N 1.171 1.615 1.289 -0.84
C 0.672 -1.246 0.005 -0.13
H 1.057 -1.944 -0.744 0.19
O -0.046 -2.017 0.921 -0.72
H 1.610 -0.841 0.411 0.18
H 0.492 1.625 -1.098 0.22
C -1.248 -0.989 -1.697 -0.39
H -2.058 -0.486 -2.205 0.20
H -1.278 1.593 -0.680 0.24
```